1.
{
  "formula": "C5H9INOP",
  "method": "ωB97M-V with the def2-TZVPD basis set",
  "de_lowest_kcal_mol": 55.21,
  "lumo_ev": [-1.0, -1.0],
  "homo_lumo_gap_ev": [7.89, 6.71],
  "species": ["C", "C", "C", "C", "C", "N", "O", "P", "I", "H", "H", "H", "H", "H", "H", "H", "H", "H"],
  "positions_angstrom": [[-0.92, -1.01, -0.63], [-0.24, 0.30, -1.11], [0.11, -1.98, -0.57], [0.50, 0.89, 0.10], [-0.38, 1.26, 1.29], [1.27, -0.23, 0.52], [1.19, 1.94, -0.47], [-2.52, -1.19, -0.08], [3.15, -0.37, -0.20], [0.42, 0.10, -1.86], [-0.87, 1.04, -1.54], [0.06, -2.87, 0.09], [1.10, -1.87, -1.06], [-1.32, 0.66, 1.20], [-0.67, 2.28, 1.18], [0.07, 0.96, 2.24], [1.53, 2.52, 0.33], [-2.48, -2.42, 0.59]]
}

=====

2.
{
  "formula": "C28H31BrN5O5STi",
  "method": "ωB97M-V with the def2-TZVPD basis set",
  "lumo_ev": [-1.0, -0.9],
  "homo_lumo_gap_ev": [5.72, 6.88],
  "spin_multiplicity": 2,
  "species": ["Ti", "N", "C", "S", "N", "N", "C", "C", "C", "C", "C", "C", "N", "H", "H", "H", "H", "H", "H", "H", "O", "C", "C", "C", "C", "C", "C", "C", "O", "N", "O", "O", "H", "H", "H", "H", "C", "C", "C", "C", "C", "C", "C", "Br", "C", "O", "C", "C", "C", "C", "C", "C", "H", "H", "H", "H", "H", "H", "H", "H", "H", "H", "H", "H", "H", "H", "H", "H", "H", "H", "H", "H"],
  "positions_angstrom": [[-0.30, -0.35, 0.00], [-3.62, -2.68, -1.73], [-2.61, -2.20, -0.99], [-2.84, -0.72, -0.14], [-1.51, -2.94, -0.95], [-0.47, -2.34, -0.37], [0.54, -3.05, 0.01], [1.73, -2.35, 0.40], [2.86, -2.98, 0.92], [3.98, -2.23, 1.20], [3.97, -0.86, 0.96], [2.81, -0.30, 0.46], [1.72, -1.01, 0.19], [-4.52, -2.24, -1.66], [-3.53, -3.59, -2.15], [0.50, -4.14, -0.04], [2.84, -4.05, 1.09], [4.87, -2.70, 1.61], [4.84, -0.25, 1.16], [2.75, 0.76, 0.25], [0.32, 1.37, 0.54], [0.42, 1.91, 1.67], [0.10, 1.28, 2.90], [0.22, 1.98, 4.10], [-0.05, 1.36, 5.30], [-0.42, 0.01, 5.33], [-0.55, -0.70, 4.16], [-0.32, -0.09, 2.91], [-0.48, -0.75, 1.82], [0.07, 2.10, 6.53], [-0.10, 1.50, 7.58], [0.33, 3.29, 6.47], [0.78, 2.95, 1.70], [0.51, 3.03, 4.10], [-0.61, -0.45, 6.29], [-0.85, -1.74, 4.17], [-3.90, 1.38, -6.77], [-3.07, 2.49, -6.11], [-2.05, 3.04, -7.12], [-4.02, 3.62, -5.71], [-2.33, 1.91, -4.91], [-2.51, 2.38, -3.62], [-1.83, 1.79, -2.57], [-2.14, 2.50, -0.82], [-0.93, 0.72, -2.73], [-0.40, 0.14, -1.65], [-0.68, 0.29, -4.06], [-1.41, 0.88, -5.08], [0.35, -0.77, -4.50], [1.30, -1.30, -3.42], [1.24, -0.15, -5.59], [-0.40, -1.98, -5.07], [-4.39, 1.76, -7.67], [-4.67, 1.02, -6.08], [-3.28, 0.53, -7.06], [-2.57, 3.50, -7.96], [-1.40, 2.26, -7.50], [-1.43, 3.81, -6.64], [-4.55, 3.98, -6.60], [-3.47, 4.47, -5.29], [-4.76, 3.29, -4.99], [-3.18, 3.20, -3.40], [-1.25, 0.51, -6.09], [1.82, -0.48, -2.91], [2.05, -1.93, -3.90], [0.78, -1.90, -2.69], [1.81, 0.69, -5.17], [0.67, 0.22, -6.44], [1.96, -0.89, -5.95], [-1.07, -2.40, -4.32], [0.30, -2.75, -5.38], [-1.00, -1.70, -5.94]]
}

=====

3.
{
  "formula": "C25H29CaNO7P2Se2",
  "method": "ωB97M-V with the def2-TZVPD basis set",
  "de_lowest_kcal_mol": 0.00,
  "lumo_ev": -0.5,
  "homo_lumo_gap_ev": 7.36,
  "species": ["Ca", "O", "C", "O", "C", "C", "C", "C", "C", "N", "C", "O", "O", "H", "H", "H", "H", "Se", "P", "Se", "C", "C", "C", "C", "C", "C", "C", "C", "C", "C", "C", "C", "H", "H", "H", "H", "H", "H", "H", "H", "H", "H", "C", "C", "O", "P", "O", "C", "C", "O", "C", "C", "H", "H", "H", "H", "H", "H", "H", "H", "H", "H", "H", "H", "H", "H", "H"],
  "positions_angstrom": [[-0.42, 0.25, -0.49], [-4.75, 1.75, 0.05], [-3.52, 1.41, -0.32], [-2.94, 0.44, 0.14], [-2.91, 2.29, -1.35], [-3.59, 3.26, -2.06], [-2.89, 3.95, -3.04], [-1.55, 3.65, -3.26], [-0.95, 2.66, -2.48], [-1.63, 2.01, -1.55], [0.53, 2.26, -2.64], [1.17, 2.87, -3.49], [0.90, 1.33, -1.87], [-5.06, 1.12, 0.71], [-4.64, 3.46, -1.86], [-3.38, 4.71, -3.63], [-0.95, 4.14, -4.01], [-0.96, -2.05, -2.06], [0.96, -2.61, -1.24], [1.59, -1.54, 0.54], [0.90, -4.39, -0.87], [0.76, -4.85, 0.43], [0.66, -6.21, 0.68], [0.72, -7.11, -0.38], [0.86, -6.65, -1.68], [0.95, -5.29, -1.93], [2.29, -2.45, -2.48], [3.56, -2.91, -2.14], [4.60, -2.80, -3.04], [4.38, -2.22, -4.28], [3.12, -1.75, -4.62], [2.07, -1.87, -3.72], [0.73, -4.13, 1.24], [0.55, -6.56, 1.69], [0.65, -8.17, -0.18], [0.91, -7.35, -2.50], [1.06, -4.92, -2.94], [3.72, -3.35, -1.16], [5.58, -3.16, -2.77], [5.20, -2.12, -4.98], [2.96, -1.28, -5.58], [1.09, -1.49, -3.97], [-1.15, -0.34, 4.37], [0.20, 0.21, 3.95], [0.12, 1.57, 3.49], [-0.60, 1.85, 2.06], [-2.07, 2.39, 2.44], [-2.27, 3.47, 3.37], [-3.51, 3.17, 4.19], [0.10, 3.24, 1.67], [1.46, 3.18, 1.20], [2.41, 3.73, 2.24], [-1.03, -1.34, 4.78], [-1.83, -0.39, 3.52], [-1.60, 0.30, 5.13], [0.65, -0.42, 3.18], [0.88, 0.24, 4.80], [-2.40, 4.39, 2.79], [-1.39, 3.58, 4.00], [-4.37, 3.05, 3.54], [-3.71, 3.99, 4.88], [-3.37, 2.26, 4.76], [1.50, 3.77, 0.28], [1.73, 2.15, 0.94], [2.16, 4.76, 2.47], [3.44, 3.69, 1.86], [2.36, 3.14, 3.15]]
}